(1)
Computed, not measured: one molecule with the formula C5H10O2, with wB97M-V/def2-TZVPD.

Each line ends with the natural charge from an NBO analysis.
Cartesian coordinates (Å):
O 0.99 -0.47 -0.31  -0.542
O -0.54 -2.37 -1.78  -0.707
C 0.92 -0.10 1.02  0.022
C -0.39 -0.28 -0.59  -0.114
C 0.74 1.44 1.15  -0.554
C -1.03 -1.66 -0.67  -0.077
C -0.13 1.90 0.08  -0.341
H 0.31 2.12 -0.89  0.191
H 0.41 -2.42 -1.66  0.472
H -0.84 -2.18 0.28  0.163
H -2.12 -1.56 -0.80  0.183
H -0.57 0.22 -1.54  0.215
H -1.05 2.45 0.31  0.195
H 1.75 1.85 0.98  0.254
H 0.42 1.70 2.16  0.220
H 1.73 -0.56 1.61  0.177
H -0.61 -0.09 0.63  0.243

Computed properties:
energy relative to the best compared isomer or geometry (same formula, charge and spin) = 681.67 kJ/mol
gap between HOMO and LUMO (spin up / spin down) = 8.03 / 8.25 eV
E_LUMO (spin up / spin down) = 0.28 / 0.53 eV
strongest force on any atom = 1.15 eV/A

---

(2)
Computed, not measured: C28H38AlN2O16P2S2 as an isolated structure, with wB97M-V/def2-TZVPD.

Each line ends with the Löwdin charge.
Cartesian coordinates (Å):
S -1.77 -0.72 2.42  0.941
S 2.15 1.14 -4.06  0.337
P 0.19 -1.60 -1.99  0.665
P -1.28 -2.04 -3.52  0.245
Al 0.86 0.65 -2.26  -0.268
O -1.56 3.90 3.50  0.100
O -3.15 4.39 5.63  0.102
O -5.79 -6.24 -7.85  0.099
O -4.16 -2.16 2.55  -0.018
O -5.18 -1.30 -5.42  0.094
O 1.94 2.28 6.16  0.110
O 7.78 -2.26 -1.76  0.119
O -3.83 -5.76 -6.05  0.129
O -0.39 1.92 -1.70  -0.205
O 8.49 -0.84 -0.14  -0.060
O -0.58 -2.59 -4.71  -0.369
O -7.19 -1.82 -7.16  0.102
O -2.18 -0.66 -3.89  -0.228
O -2.39 -3.12 -2.89  -0.240
O 2.02 0.94 -0.83  -0.246
O 0.32 2.68 8.29  0.106
N -3.47 -4.28 2.65  0.012
N -2.37 -3.48 2.62  0.007
C 7.56 -3.17 0.43  0.003
C 6.52 0.00 1.14  -0.176
C -2.57 2.51 0.28  -0.182
C 3.61 2.73 1.20  -0.188
C -4.44 -3.51 -5.68  0.092
C -6.42 -2.74 -6.93  -0.317
C -4.54 -3.48 2.60  -0.165
C 7.47 0.19 -0.10  -0.173
C -1.46 3.56 7.03  0.074
C -5.69 -5.03 -7.28  -0.232
C -1.92 3.86 5.81  -0.229
C 2.05 2.49 1.23  -0.160
C -6.55 -4.05 -7.57  0.071
C -2.79 -2.20 2.54  -0.604
C 1.45 2.06 -0.15  -0.361
C -4.58 -4.83 -6.30  -0.301
C 0.71 2.78 5.98  -0.225
C -2.93 0.69 2.16  -0.456
C -1.06 2.67 0.68  -0.155
C -3.17 1.09 0.66  -0.233
C -0.13 2.99 7.20  -0.315
C 0.25 3.08 4.76  0.091
C 7.96 -2.05 -0.59  -0.495
C -5.29 -2.53 -5.98  -0.222
C 5.85 1.37 1.61  -0.194
C 4.37 1.37 1.07  -0.219
C -0.11 1.90 -0.30  -0.387
C -1.10 3.63 4.59  -0.303
H -3.03 -0.95 -4.26  0.030
H -2.83 -2.68 -2.14  0.057
H 6.47 2.17 1.12  0.101
H 2.77 -0.05 -4.39  -0.220
H -3.62 -3.37 -4.99  0.108
H -3.23 3.28 0.78  0.107
H 0.84 2.93 3.87  0.116
H 4.44 1.15 -0.03  0.116
H 6.86 0.22 -1.04  0.138
H 7.53 -4.17 -0.06  0.087
H 6.54 -2.95 0.83  0.083
H 1.71 2.91 -0.85  0.145
H 8.34 -3.21 1.23  0.085
H -0.87 2.34 1.73  0.080
H 1.77 1.83 2.09  0.108
H 3.95 3.36 2.06  0.103
H -5.91 -0.78 -5.79  0.119
H -2.05 3.72 7.93  0.134
H -5.05 -6.77 -7.47  0.118
H -3.23 4.51 4.67  0.118
H 3.83 0.49 1.51  0.120
H 1.59 3.50 1.46  0.111
H 2.03 2.15 7.13  0.117
H -0.47 -1.62 -0.70  -0.156
H -2.85 0.28 -0.05  0.102
H 3.83 3.34 0.28  0.119
H -0.28 0.81 -0.03  0.102
H 7.00 -0.55 1.99  0.110
H -7.36 -4.18 -8.27  0.133
H 7.97 1.18 -0.01  0.119
H -0.78 3.76 0.66  0.123
H -2.58 1.58 2.74  0.061
H -5.59 -3.81 2.60  0.129
H -3.92 0.37 2.57  0.076
H -4.28 1.20 0.51  0.105
H -2.67 2.69 -0.82  0.112
H 5.68 -0.66 0.78  0.104
H 5.93 1.50 2.72  0.104

Computed properties:
gap between HOMO and LUMO = 5.31 eV
E_LUMO = -0.26 eV
strongest force on any atom = 2.93 eV/A
net charge = -1